1.
Here is 14 unconnected molecules or ions with the total composition F6H26O13P from the OMol25 dataset. Energies are from the ωB97M-V functional and the def2-TZVPD basis.

Element x y z (Å)
P: 1.476 -10.571 9.405
F: 1.436 -10.708 11.003
F: -0.082 -11.039 9.242
F: 0.966 -9.056 9.609
F: 1.680 -10.276 7.779
F: 3.059 -10.052 9.603
F: 2.077 -12.034 9.286
O: 4.254 -9.847 12.009
H: 4.255 -10.614 12.610
H: 3.793 -10.082 11.192
O: -1.549 -14.491 9.497
H: -1.730 -13.667 10.024
H: -0.829 -14.269 8.918
O: 1.863 -6.385 8.423
H: 1.705 -7.338 8.212
H: 2.417 -6.426 9.239
O: 3.293 -7.910 6.550
H: 2.967 -8.772 6.930
H: 2.717 -7.182 6.818
O: 0.522 -8.504 13.704
H: 0.107 -8.022 12.984
H: -0.010 -9.321 13.777
O: 3.570 -7.091 10.609
H: 3.293 -7.118 11.567
H: 3.898 -7.949 10.432
O: 3.113 -7.630 13.661
H: 2.180 -7.795 13.978
H: 3.356 -8.463 13.234
O: -1.655 -9.516 11.931
H: -0.862 -9.359 11.347
H: -2.435 -9.250 11.454
O: 3.928 -14.151 10.719
H: 4.095 -13.773 9.846
H: 3.120 -13.786 10.971
O: -0.352 -6.312 10.886
H: 0.399 -6.210 10.290
H: -0.442 -5.489 11.443
O: 5.296 -11.865 7.995
H: 4.529 -11.339 8.090
H: 6.066 -11.317 7.881
O: -2.252 -8.163 9.346
H: -1.816 -7.438 9.794
H: -1.453 -8.728 9.214
O: 1.804 -12.812 4.851
H: 2.124 -13.134 5.688
H: 0.821 -12.655 4.932

Calculated values
Net charge   -1
Kohn-Sham gap   10.84 eV
HOMO energy   -8.39 eV
Relative energy (zero: lowest compared OMol25 entry of this formula, charge and spin)   9.8 kcal/mol
Spin multiplicity   1


2.
Here is 38 unconnected molecules or ions with the total composition F6H74O37P from the OMol25 dataset. Energies are from the ωB97M-V functional and the def2-TZVPD basis.

Element x y z (Å)
P: 0.089 0.307 0.148
F: -0.932 0.121 1.412
F: -1.079 1.238 -0.674
F: 0.587 1.766 0.732
F: 1.102 0.367 -1.173
F: 1.280 -0.267 1.160
F: -0.556 -1.035 -0.387
O: 5.155 2.488 2.004
H: 5.446 2.039 1.210
H: 5.721 2.144 2.696
O: -5.088 -1.467 -0.502
H: -5.984 -1.385 -0.176
H: -4.591 -1.802 0.244
O: 4.830 -0.971 5.312
H: 5.682 -1.291 5.608
H: 4.779 -1.238 4.394
O: -1.782 4.291 -1.875
H: -0.947 4.002 -1.507
H: -2.441 3.946 -1.273
O: 4.097 -0.891 -1.350
H: 3.647 -1.716 -1.168
H: 3.403 -0.299 -1.641
O: -3.538 -2.994 1.585
H: -3.344 -3.726 2.171
H: -2.806 -2.982 0.968
O: 6.133 -0.544 -3.259
H: 5.412 -0.529 -2.630
H: 5.740 -0.253 -4.082
O: -1.030 -1.298 -4.987
H: -1.287 -1.481 -5.891
H: -1.792 -1.552 -4.465
O: 0.308 -0.564 6.339
H: 0.997 -1.123 5.981
H: -0.390 -1.171 6.587
O: -1.896 -3.273 -0.596
H: -2.258 -3.282 -1.482
H: -1.260 -2.558 -0.604
O: -4.457 -1.090 -3.185
H: -4.320 -2.034 -3.265
H: -5.101 -1.000 -2.482
O: 1.555 3.955 2.351
H: 0.930 4.424 2.905
H: 1.200 3.069 2.287
O: -3.959 3.280 -3.322
H: -3.208 3.848 -3.149
H: -4.070 2.776 -2.516
O: -0.721 -4.122 3.495
H: -0.798 -3.173 3.402
H: -1.517 -4.384 3.957
O: -2.299 -3.201 -3.532
H: -1.427 -3.518 -3.765
H: -2.890 -3.902 -3.807
O: 0.788 -4.777 -0.255
H: -0.137 -4.671 -0.036
H: 1.256 -4.449 0.513
O: 2.358 -2.091 5.679
H: 2.946 -1.336 5.673
H: 2.938 -2.846 5.779
O: -0.776 4.827 2.873
H: -0.889 4.164 2.191
H: -1.496 5.442 2.731
O: 0.792 0.822 -6.490
H: 0.163 0.366 -5.930
H: 0.463 1.719 -6.539
O: 1.752 -3.467 -4.354
H: 1.070 -2.823 -4.164
H: 2.510 -3.169 -3.852
O: 3.174 -1.419 2.576
H: 2.685 -2.003 3.156
H: 2.528 -0.776 2.282
O: 3.583 4.225 0.483
H: 2.728 4.319 0.901
H: 4.049 3.590 1.027
O: 3.074 -3.857 -1.949
H: 2.468 -4.192 -1.288
H: 3.866 -4.383 -1.836
O: 5.801 -1.084 2.620
H: 6.321 -1.413 1.887
H: 4.904 -1.058 2.284
O: -5.061 -0.759 2.791
H: -4.656 0.015 2.401
H: -4.567 -1.496 2.433
O: 2.963 -3.982 1.291
H: 3.243 -3.129 1.621
H: 3.775 -4.477 1.183
O: 2.722 1.134 -4.086
H: 2.266 1.943 -4.319
H: 2.151 0.436 -4.407
O: -2.151 3.297 0.773
H: -1.870 2.429 0.485
H: -2.799 3.126 1.456
O: 5.747 0.783 -0.089
H: 6.617 0.577 -0.430
H: 5.173 0.126 -0.484
O: 0.940 3.310 -2.945
H: 1.703 2.974 -2.476
H: 0.442 2.529 -3.184
O: -4.703 1.486 -1.338
H: -4.396 0.865 -1.999
H: -5.395 1.017 -0.872
O: -4.194 2.078 2.297
H: -3.952 1.872 3.200
H: -5.021 2.554 2.373
O: -3.715 1.055 5.006
H: -4.258 1.100 5.793
H: -3.682 0.122 4.792
O: -1.702 3.025 -5.777
H: -1.707 2.465 -5.001
H: -1.877 2.428 -6.505
O: -1.637 -0.922 4.084
H: -0.996 -0.247 4.306
H: -1.619 -0.964 3.128
O: -0.644 1.183 -3.215
H: -0.744 0.279 -3.513
H: -0.715 1.131 -2.262
O: -4.984 4.576 -0.540
H: -4.749 3.649 -0.505
H: -5.188 4.807 0.366

Calculated values
Net charge   -1
Kohn-Sham gap   8.29 eV
HOMO energy   -7.08 eV
Relative energy (zero: lowest compared OMol25 entry of this formula, charge and spin)   84.8 kcal/mol
Spin multiplicity   1


3.
Here is a molecular structure, F6InNO3P from the OMol25 dataset. Energies are from the ωB97M-V functional and the def2-TZVPD basis.

Element x y z (Å)
In: 0.276 -1.044 -1.875
N: 0.833 -1.346 1.034
O: 1.478 -0.558 1.759
O: 0.874 -1.335 -0.164
O: 0.346 -2.284 1.602
P: -0.543 0.992 -0.288
F: -0.862 0.654 -1.861
F: -2.199 1.159 -0.038
F: -0.782 -0.585 -0.067
F: -0.133 1.139 1.266
F: 1.003 0.666 -0.713
F: -0.293 2.543 -0.655

Calculated values
Net charge   +1
Kohn-Sham gap   4.00 eV
HOMO energy   -15.17 eV
Relative energy (zero: lowest compared OMol25 entry of this formula, charge and spin)   58.3 kcal/mol
Spin multiplicity   1


4.
Here is a molecular structure, F6K2N3O12S6 from the OMol25 dataset. Energies are from the ωB97M-V functional and the def2-TZVPD basis.

Element x y z (Å)
K: -8.860 -4.140 1.252
K: -4.969 -0.738 -4.695
N: -4.005 -0.676 -0.848
S: -2.448 -0.969 -0.450
O: -2.130 -1.930 0.577
O: -1.488 0.092 -0.772
F: -2.249 -1.672 -1.928
S: -4.687 -0.563 0.525
O: -3.936 0.086 1.666
O: -5.573 -1.680 0.918
F: -5.759 0.590 0.213
N: 1.065 4.027 2.577
S: 1.977 3.181 1.382
O: 1.967 3.881 0.123
O: 2.389 1.802 1.567
F: 3.413 3.777 1.748
S: -0.044 3.193 2.335
O: -0.104 1.833 2.904
O: -0.822 3.528 1.181
F: -0.876 3.943 3.419
N: 4.582 -2.567 -2.334
S: 5.121 -1.742 -0.882
O: 4.736 -2.520 0.301
O: 5.283 -0.256 -0.819
F: 6.643 -2.299 -0.951
S: 3.158 -2.068 -2.044
O: 2.780 -0.717 -2.303
O: 2.251 -2.810 -1.178
F: 2.586 -2.589 -3.484

Calculated values
Net charge   -1
Kohn-Sham gap   2.99 eV
HOMO energy   -4.93 eV
Relative energy (zero: lowest compared OMol25 entry of this formula, charge and spin)   45.9 kcal/mol
Spin multiplicity   1


5.
Here is a molecular structure, F6LiN3O12S6 from the OMol25 dataset. Energies are from the ωB97M-V functional and the def2-TZVPD basis.

Element x y z (Å)
Li: -0.243 -0.565 0.130
N: 0.063 -1.306 -1.760
S: -0.642 -2.704 -1.792
O: -0.916 -3.257 -0.491
O: -0.408 -3.620 -2.890
F: -2.110 -2.118 -2.158
S: 1.686 -1.858 -2.148
O: 2.227 -1.111 -3.242
O: 2.080 -3.245 -2.025
F: 2.402 -1.230 -0.871
N: -1.543 0.890 0.352
S: -2.530 1.300 -1.056
O: -3.988 1.653 -0.882
O: -2.094 0.768 -2.337
F: -1.762 2.683 -1.120
S: -2.716 0.113 1.030
O: -2.957 -1.212 0.470
O: -3.800 0.951 1.584
F: -1.869 -0.214 2.359
N: 1.388 2.241 1.808
S: 1.588 0.723 2.614
O: 2.726 0.483 3.394
O: 0.968 -0.353 1.807
F: 0.521 0.987 3.805
S: 2.768 2.302 1.191
O: 2.961 1.323 0.133
O: 3.809 2.887 1.939
F: 2.393 3.486 0.157

Calculated values
Net charge   -1
Kohn-Sham gap (alpha / beta)   8.31 / 3.38 eV
HOMO energy (alpha / beta)   -7.70 / -7.70 eV
Spin multiplicity   2


6.
Here is a molecular structure, F6LiN3O12S6 from the OMol25 dataset. Energies are from the ωB97M-V functional and the def2-TZVPD basis.

Element x y z (Å)
Li: -0.172 0.048 -0.142
N: -1.870 0.932 -0.115
S: -3.046 0.519 0.859
O: -4.371 0.632 0.234
O: -2.867 0.557 2.335
F: -2.724 -1.035 0.596
S: -1.986 2.522 0.665
O: -1.286 2.694 1.941
O: -3.171 3.239 0.275
F: -0.932 3.142 -0.392
N: 1.457 0.131 -1.323
S: 2.037 1.676 -1.625
O: 1.080 2.556 -2.209
O: 3.445 1.864 -1.819
F: 1.879 2.112 -0.062
S: 0.907 -0.156 -2.773
O: 1.687 0.159 -3.954
O: -0.510 -0.046 -2.870
F: 1.215 -1.791 -2.818
N: 2.064 -2.047 1.161
S: 0.658 -3.000 0.562
O: -0.201 -2.178 -0.272
O: 0.111 -4.048 1.387
F: 1.445 -3.924 -0.538
S: 1.317 -1.409 2.353
O: 0.921 -2.277 3.472
O: 0.412 -0.298 2.026
F: 2.500 -0.574 3.049

Calculated values
Net charge   -2
Kohn-Sham gap   9.74 eV
HOMO energy   -4.91 eV
Relative energy (zero: lowest compared OMol25 entry of this formula, charge and spin)   78.6 kcal/mol
Spin multiplicity   1


7.
Here is a molecular structure, FH2NO2P from the OMol25 dataset. Energies are from the ωB97M-V functional and the def2-TZVPD basis.

Element x y z (Å)
N: 0.355 0.219 -0.070
O: -1.894 -1.346 -0.258
O: -1.884 0.701 1.319
F: 2.372 -0.205 -1.143
P: -1.134 -0.137 0.342
H: 1.457 -0.245 -0.643
H: 0.727 1.013 0.453

Calculated values
Net charge   -1
Kohn-Sham gap   10.01 eV
HOMO energy   -5.94 eV
Relative energy (zero: lowest compared OMol25 entry of this formula, charge and spin)   36.7 kcal/mol
Spin multiplicity   1


8.
Here is FH2PS in the gas phase from the OMol25 dataset. Energies are from the ωB97M-V functional and the def2-TZVPD basis.

Element x y z (Å)
F: 1.258 -0.017 -0.818
P: 0.666 0.521 0.581
S: -1.648 0.426 -0.053
H: 0.627 -0.718 1.217
H: -0.904 -0.212 -0.928

Calculated values
Net charge   0
Kohn-Sham gap   9.26 eV
HOMO energy   -9.42 eV
Relative energy (zero: lowest compared OMol25 entry of this formula, charge and spin)   13.8 kcal/mol
Spin multiplicity   1


9.
Here is 2 unconnected molecules or ions with the total composition FH3N2O2S from the OMol25 dataset. Energies are from the ωB97M-V functional and the def2-TZVPD basis.

Element x y z (Å)
N: 1.902 0.266 1.009
N: 1.663 -0.141 -0.129
O: -3.389 -0.181 0.257
O: -1.144 -0.651 -0.838
F: -1.877 1.614 -0.551
S: -1.991 0.211 0.312
H: -0.191 -0.258 -0.924
H: 2.727 -0.061 1.519
H: 2.299 -0.799 -0.654

Calculated values
Net charge   0
Kohn-Sham gap   10.09 eV
HOMO energy   -10.34 eV
Relative energy (zero: lowest compared OMol25 entry of this formula, charge and spin)   21.7 kcal/mol
Spin multiplicity   1


10.
Here is FH3N2OS in the gas phase from the OMol25 dataset. Energies are from the ωB97M-V functional and the def2-TZVPD basis.

Element x y z (Å)
N: 1.575 0.374 -0.027
N: 0.272 -0.301 -0.425
F: 0.383 -1.619 0.142
O: -0.700 0.312 0.423
S: -2.238 0.385 -0.273
H: 1.609 0.870 0.842
H: 1.730 0.756 -0.922
H: -2.633 -0.778 0.240

Calculated values
Net charge   0
Kohn-Sham gap   10.36 eV
HOMO energy   -10.00 eV
Relative energy (zero: lowest compared OMol25 entry of this formula, charge and spin)   78.4 kcal/mol
Spin multiplicity   1


11.
Here is a molecular structure, FH3N2OS from the OMol25 dataset. Energies are from the ωB97M-V functional and the def2-TZVPD basis.

Element x y z (Å)
N: -0.190 -1.516 0.223
N: 0.594 -0.099 -0.521
O: 0.648 0.719 0.502
F: -0.390 0.523 -1.319
S: 1.827 1.997 0.308
H: -1.017 -1.729 -0.410
H: -0.545 -1.108 0.999
H: 0.823 2.817 0.404

Calculated values
Net charge   0
Kohn-Sham gap   9.90 eV
HOMO energy   -10.19 eV
Relative energy (zero: lowest compared OMol25 entry of this formula, charge and spin)   103.2 kcal/mol
Spin multiplicity   1


12.
Here is 2 unconnected molecules or ions with the total composition FH3OP2 from the OMol25 dataset. Energies are from the ωB97M-V functional and the def2-TZVPD basis.

Element x y z (Å)
O: 1.749 0.968 0.304
F: -1.225 0.929 0.090
P: -1.585 -1.760 0.119
P: -0.645 -0.235 -0.888
H: 1.706 1.994 0.140
H: 0.953 0.737 0.806
H: -0.952 -2.632 -0.570

Calculated values
Net charge   0
Kohn-Sham gap   8.56 eV
HOMO energy   -9.45 eV
Relative energy (zero: lowest compared OMol25 entry of this formula, charge and spin)   34.9 kcal/mol
Spin multiplicity   1


13.
Here is 2 unconnected molecules or ions with the total composition FH3OSi from the OMol25 dataset. Energies are from the ωB97M-V functional and the def2-TZVPD basis.

Element x y z (Å)
O: -1.675 1.075 -0.044
F: 2.038 0.440 0.010
Si: 0.807 -0.516 -0.138
H: -2.006 1.561 0.739
H: 0.289 -1.368 0.890
H: 0.546 -1.191 -1.457

Calculated values
Net charge   0
Kohn-Sham gap (alpha / beta)   8.32 / 6.98 eV
HOMO energy (alpha / beta)   -9.39 / -8.22 eV
Relative energy (zero: lowest compared OMol25 entry of this formula, charge and spin)   122.0 kcal/mol
Spin multiplicity   1


14.
Here is 2 unconnected molecules or ions with the total composition FH3OSi from the OMol25 dataset. Energies are from the ωB97M-V functional and the def2-TZVPD basis.

Element x y z (Å)
O: -0.885 1.635 -0.651
F: -1.049 0.932 -1.872
Si: 0.525 -0.451 0.544
H: 1.076 0.614 1.341
H: -0.539 -1.361 1.165
H: 0.872 -1.369 -0.526

Calculated values
Net charge   0
Kohn-Sham gap (alpha / beta)   6.66 / 8.22 eV
HOMO energy (alpha / beta)   -6.85 / -11.34 eV
Relative energy (zero: lowest compared OMol25 entry of this formula, charge and spin)   108.5 kcal/mol
Spin multiplicity   3


15.
Here is FH3P2 in the gas phase from the OMol25 dataset. Energies are from the ωB97M-V functional and the def2-TZVPD basis.

Element x y z (Å)
F: -1.793 -0.049 0.575
P: -0.568 -1.084 0.188
P: 1.294 0.137 0.327
H: -0.722 -1.110 -1.307
H: 0.757 1.326 1.091
H: 1.031 0.780 -0.873

Calculated values
Net charge   0
Kohn-Sham gap   9.90 eV
HOMO energy   -9.48 eV
Relative energy (zero: lowest compared OMol25 entry of this formula, charge and spin)   0.0 kcal/mol
Spin multiplicity   1


16.
Here is 2 unconnected molecules or ions with the total composition FH3S from the OMol25 dataset. Energies are from the ωB97M-V functional and the def2-TZVPD basis.

Element x y z (Å)
F: 2.103 0.246 -0.226
H: 1.480 -0.270 -0.683
S: -0.753 0.421 0.199
H: -0.991 -0.809 -0.269
H: -1.840 0.412 0.979

Calculated values
Net charge   0
Kohn-Sham gap   10.66 eV
HOMO energy   -10.01 eV
Relative energy (zero: lowest compared OMol25 entry of this formula, charge and spin)   6.0 kcal/mol
Spin multiplicity   1